Computed, not measured: 2 unconnected molecules or ions with the total composition C3H5NO2S, with ωB97M-V with the def2-TZVPD basis set.

Each line ends with the natural charge from an NBO analysis.
CARTESIAN COORDINATES (ANGSTROEM)
C  0.842  -0.079  -0.968  -0.206
C  0.746  1.239  -0.929  -0.415
C  -0.433  -0.649  -0.546  -0.412
N  0.491  -1.353  1.794  -0.690
O  -1.895  1.514  -1.141  -0.921
O  -1.099  1.416  1.144  -0.913
S  -0.919  1.063  -0.220  2.157
H  1.624  -0.798  -1.278  0.238
H  1.140  2.172  -1.267  0.253
H  -0.572  -1.690  -0.811  0.255
H  -0.086  -0.559  2.121  0.338
H  0.162  -2.275  2.100  0.315

Summary:
Orbital gap (spin up / spin down): 0.3061 / 0.3559 hartree
LUMO level (spin up / spin down): -0.7 / -1.0 eV
Relative energy (zero: lowest compared OMol25 entry of this formula, charge and spin): 146.8 kcal/mol
HOMO energy (spin up / spin down): -8.98 / -10.73 eV


Computed, not measured: a molecular structure, C4H6FFeO4, with ωB97M-V with the def2-TZVPD basis set.

Each line ends with the natural charge from an NBO analysis.
CARTESIAN COORDINATES (ANGSTROEM)
C  -1.550  -0.742  -1.144  -0.267
O  -0.420  -0.678  -0.255  -0.745
H  -1.256  -0.317  -2.110  0.207
H  -1.865  -1.784  -1.246  0.217
H  -2.355  -0.174  -0.669  0.211
C  1.083  -0.639  -1.062  1.054
O  -0.050  0.674  2.118  -0.638
C  0.016  1.291  1.023  0.487
C  1.355  1.317  0.314  -0.159
O  1.596  -0.100  0.013  -0.571
O  1.307  -0.529  -2.202  -0.381
F  -0.722  -2.664  2.454  -0.721
H  -0.704  2.077  0.741  0.202
H  1.296  1.858  -0.639  0.234
H  2.176  1.700  0.930  0.278
Fe  0.093  -1.290  1.734  1.590

Summary:
Multiplicity: 5
Expectation value of S²: 6.0089
Orbital gap (spin up / spin down): 0.3500 / 0.3078 hartree
Total charge: +1
LUMO level (spin up / spin down): -6.1 / -6.1 eV
Relative energy (zero: lowest compared OMol25 entry of this formula, charge and spin): 67.9 kcal/mol
HOMO energy (spin up / spin down): -15.58 / -14.50 eV


Computed, not measured: a molecular structure, C19H54F3O12SSn2, with ωB97M-V with the def2-TZVPD basis set.

Each line ends with the Löwdin charge.
CARTESIAN COORDINATES (ANGSTROEM)
Sn  16.565  -2.437  6.540  1.883
Sn  23.385  -3.531  6.528  1.837
C  19.815  -3.727  2.353  -0.594
F  19.565  -5.002  2.691  0.137
F  20.938  -3.674  1.646  0.147
F  18.772  -3.193  1.670  0.125
S  20.006  -2.642  3.933  0.522
O  18.829  -2.921  4.697  -0.437
O  21.209  -3.134  4.567  -0.425
O  20.156  -1.242  3.478  -0.298
C  21.093  2.959  2.714  -0.075
C  20.472  1.851  3.503  -0.328
O  19.553  1.222  2.635  -0.091
H  21.614  2.613  1.821  0.061
H  21.863  3.513  3.250  0.084
H  20.401  3.794  2.596  0.092
H  19.936  2.281  4.349  0.113
H  21.205  1.103  3.805  0.093
H  19.642  0.297  2.876  -0.004
C  21.533  -7.640  4.217  -0.037
C  21.792  -6.230  4.758  -0.322
O  23.164  -6.211  5.149  -0.168
H  21.755  -8.426  4.938  0.102
H  22.161  -7.765  3.335  0.095
H  20.474  -7.764  3.992  0.076
H  21.139  -6.016  5.604  0.111
H  21.806  -5.472  3.975  0.081
H  23.621  -6.756  4.504  0.102
C  22.743  -3.564  -1.367  -0.010
C  22.388  -3.831  -2.860  -0.208
O  23.262  -3.138  -3.662  0.219
H  22.726  -2.505  -1.112  0.062
H  23.717  -3.981  -1.111  0.090
H  22.028  -4.067  -0.716  0.077
H  21.347  -3.598  -3.082  0.135
H  22.517  -4.908  -2.968  0.151
H  22.730  -2.398  -3.963  0.155
C  24.465  -3.770  1.702  -0.066
C  25.083  -3.270  2.987  -0.299
O  24.088  -2.650  3.719  -0.174
H  23.545  -4.355  1.717  0.068
H  25.145  -4.413  1.143  0.096
H  24.239  -2.859  1.148  0.070
H  25.871  -2.555  2.751  0.136
H  25.529  -4.059  3.593  0.116
H  23.691  -1.932  3.219  0.049
C  19.450  -1.410  -0.831  -0.059
C  18.893  -0.280  -1.732  -0.219
O  19.168  -0.824  -3.005  0.006
H  18.836  -2.302  -0.950  0.078
H  19.447  -1.047  0.197  0.067
H  20.498  -1.641  -1.026  0.054
H  19.485  0.633  -1.677  0.128
H  17.841  0.004  -1.686  0.138
H  18.619  -1.599  -3.146  0.106
C  15.625  -4.567  1.538  -0.080
C  14.100  -4.670  1.320  -0.325
O  13.440  -3.924  2.281  -0.069
H  15.959  -4.529  2.575  0.044
H  15.993  -3.646  1.085  0.062
H  16.132  -5.406  1.060  0.063
H  13.850  -5.713  1.509  0.113
H  13.799  -4.445  0.297  0.125
H  12.539  -4.253  2.248  0.099
C  19.140  -6.433  -0.350  -0.070
C  19.478  -6.474  -1.863  -0.319
O  19.077  -7.752  -2.293  -0.044
H  18.056  -6.499  -0.263  0.069
H  19.449  -5.504  0.128  0.031
H  19.565  -7.278  0.193  0.082
H  20.539  -6.253  -1.978  0.090
H  18.844  -5.765  -2.395  0.111
H  19.425  -7.859  -3.182  0.099
C  23.792  0.818  0.909  -0.056
C  22.583  -0.095  1.038  -0.285
O  22.626  -0.719  2.319  -0.099
H  24.733  0.278  1.015  0.079
H  23.767  1.605  1.662  0.076
H  23.778  1.423  0.002  0.093
H  22.642  -0.853  0.256  0.077
H  21.666  0.461  0.842  0.107
H  21.732  -0.973  2.559  0.022
C  17.639  -7.567  5.975  -0.056
C  17.427  -6.309  5.194  -0.352
O  16.381  -5.571  5.713  -0.134
H  16.785  -8.239  5.878  0.098
H  17.901  -7.424  7.023  0.092
H  18.423  -8.204  5.564  0.080
H  17.327  -6.457  4.119  0.126
H  18.302  -5.676  5.344  0.089
H  15.564  -6.071  5.652  0.117

Summary:
Multiplicity: 2
Expectation value of S²: 0.7557
Orbital gap (spin up / spin down): 0.0937 / 0.0933 hartree
Total charge: +4
LUMO level (spin up / spin down): -14.9 / -14.9 eV
HOMO energy (spin up / spin down): -17.49 / -17.48 eV


Computed, not measured: a single C3H10N2S molecule, with ωB97M-V with the def2-TZVPD basis set.

Each line ends with the natural charge from an NBO analysis.
CARTESIAN COORDINATES (ANGSTROEM)
N  0.533  0.563  1.394  -0.859
C  0.380  0.076  -0.004  -0.039
C  -0.947  -0.848  -0.099  -0.554
S  -2.389  0.196  -0.172  -0.027
C  1.655  -0.546  -0.622  -0.244
N  2.932  0.285  -0.530  -0.835
H  -0.064  0.085  2.045  0.366
H  1.592  0.391  1.665  0.354
H  0.296  0.971  -0.659  0.168
H  -0.890  -1.656  0.622  0.215
H  -0.813  -1.317  -1.049  0.221
H  -1.986  1.393  0.209  0.136
H  1.664  -1.433  0.044  0.179
H  1.544  -0.753  -1.679  0.201
H  3.379  -0.108  0.291  0.356
H  2.712  1.267  -0.433  0.363

Summary:
SMILES string: NC[C@H](N)CS
Orbital gap: 0.3676 hartree
LUMO level: 1.0 eV
Relative energy (zero: lowest compared OMol25 entry of this formula, charge and spin): 29.1 kcal/mol
HOMO energy: -9.01 eV


Computed, not measured: a single C2H7N5 molecule, with ωB97M-V with the def2-TZVPD basis set.

Each line ends with the natural charge from an NBO analysis.
CARTESIAN COORDINATES (ANGSTROEM)
C  1.077  0.920  -0.397  -0.321
C  0.739  -0.482  -0.077  0.490
N  -2.302  0.909  0.372  -0.620
N  1.552  -1.435  0.407  -0.746
N  -1.144  0.759  -0.382  -0.007
N  -0.103  1.371  0.315  -0.464
N  -0.584  -0.770  -0.313  -0.581
H  -2.183  0.501  1.299  0.341
H  -3.079  0.495  -0.127  0.352
H  2.530  -1.233  0.541  0.404
H  1.162  -2.196  0.942  0.407
H  -0.751  -1.253  -1.203  0.372
H  1.979  1.273  0.102  0.209
H  1.107  1.141  -1.481  0.165

Summary:
Orbital gap: 0.2753 hartree
LUMO level: 0.6 eV
Relative energy (zero: lowest compared OMol25 entry of this formula, charge and spin): 108.4 kcal/mol
HOMO energy: -6.86 eV